[1]
{"formula": "C16H27Br9O6", "method": "ωB97M-V/def2-TZVPD", "elements": ["C", "C", "C", "O", "C", "O", "O", "H", "H", "H", "H", "H", "H", "C", "C", "O", "C", "H", "H", "H", "H", "H", "H", "C", "C", "O", "C", "H", "H", "H", "H", "H", "H", "C", "C", "O", "C", "H", "H", "H", "H", "H", "H", "C", "Br", "Br", "Br", "H", "C", "Br", "Br", "Br", "H", "C", "Br", "Br", "Br", "H"], "coordinates": [[-3.487, -2.379, -2.736], [-3.101, -1.963, -1.404], [-3.644, -0.591, -1.023], [-4.067, -0.964, 0.228], [-3.958, -2.278, 0.565], [-4.316, -2.837, 1.526], [-3.560, -2.921, -0.545], [-4.565, -2.514, -2.816], [-3.029, -3.327, -3.021], [-3.240, -1.651, -3.509], [-2.018, -2.028, -1.301], [-4.445, -0.224, -1.666], [-2.850, 0.129, -1.219], [0.218, -0.957, 5.375], [-1.075, -0.521, 6.048], [-1.310, -1.044, 7.142], [-2.046, 0.453, 5.440], [0.458, -1.942, 5.774], [0.956, -0.235, 5.724], [0.353, -0.981, 4.294], [-1.674, 1.445, 5.693], [-3.036, 0.487, 5.895], [-2.055, 0.439, 4.350], [-0.846, 4.079, -1.946], [-2.208, 4.530, -2.445], [-2.352, 5.163, -3.482], [-3.446, 4.237, -1.672], [0.080, 4.205, -2.507], [-0.782, 3.249, -1.242], [-0.786, 4.921, -1.257], [-4.207, 4.831, -2.179], [-3.449, 4.725, -0.698], [-3.812, 3.212, -1.734], [3.170, -4.138, -2.378], [3.809, -3.169, -3.355], [4.737, -3.573, -3.969], [3.296, -1.787, -3.605], [2.147, -4.251, -2.736], [3.088, -3.794, -1.347], [3.860, -4.982, -2.394], [3.862, -1.313, -4.408], [3.334, -1.178, -2.702], [2.261, -1.801, -3.945], [1.384, -0.222, 0.199], [1.689, 0.001, 2.149], [-0.280, 0.693, -0.252], [1.304, -2.187, -0.322], [2.200, 0.285, -0.316], [2.115, 4.081, 0.331], [1.499, 5.955, -0.071], [3.744, 3.913, 1.454], [2.472, 2.963, -1.309], [1.267, 3.713, 0.908], [5.219, -1.096, 1.705], [4.976, -0.835, -0.205], [6.976, -0.623, 2.438], [4.703, -2.957, 2.330], [4.466, -0.446, 2.151]], "mulliken_spin": [0.000, 0.000, 0.000, 0.000, 0.000, 0.000, 0.000, 0.000, 0.000, 0.000, 0.000, 0.000, 0.000, 0.000, 0.000, 0.000, 0.000, 0.000, 0.000, 0.000, 0.000, 0.000, 0.000, 0.000, 0.000, 0.000, 0.000, 0.000, 0.000, 0.000, 0.000, 0.000, 0.000, 0.120, -0.007, 0.767, 0.116, 0.000, 0.005, 0.001, 0.000, -0.003, 0.000, 0.000, 0.000, 0.001, 0.001, 0.000, 0.000, 0.000, 0.000, 0.000, 0.000, 0.000, -0.001, 0.000, 0.000, 0.000], "s_squared": 0.756, "e_tot_ev": -659684.119, "fmax_ev_per_a": 4.44, "total_charge": 1, "spin_multiplicity": 2}

[2]
{"formula": "C16H27N4O5S2", "method": "ωB97M-V/def2-TZVPD", "elements": ["N", "C", "C", "C", "C", "C", "S", "O", "O", "N", "S", "O", "O", "C", "C", "C", "O", "H", "H", "H", "H", "H", "H", "H", "H", "H", "H", "H", "H", "H", "H", "H", "H", "H", "N", "C", "C", "C", "C", "H", "H", "H", "H", "H", "N", "C", "C", "C", "C", "H", "H", "H", "H", "H"], "coordinates": [[4.621, -1.057, 2.565], [5.122, -0.763, 1.230], [4.289, 0.218, 0.401], [2.864, -0.252, 0.135], [1.901, 0.903, -0.108], [1.541, 1.619, 1.209], [-0.183, 1.564, 1.616], [-0.281, 1.912, 3.010], [-0.854, 2.500, 0.736], [-0.479, 0.031, 1.250], [-1.870, -0.568, 1.698], [-2.278, -0.339, 3.060], [-1.897, -1.960, 1.306], [-3.158, 0.187, 0.713], [-4.431, -0.518, 1.147], [-5.526, -0.706, -0.042], [-5.517, 0.205, 1.279], [3.647, -1.315, 2.572], [4.792, -0.284, 3.187], [5.318, -1.685, 0.681], [6.102, -0.304, 1.370], [4.278, 1.168, 0.941], [4.812, 0.380, -0.542], [2.468, -0.832, 0.967], [2.894, -0.909, -0.737], [0.998, 0.546, -0.592], [2.383, 1.625, -0.767], [1.820, 2.668, 1.180], [2.102, 1.173, 2.029], [-3.294, 1.239, 0.939], [-3.050, -0.024, -0.341], [-4.332, -1.359, 1.822], [-5.597, -1.784, 0.302], [-6.613, -0.637, -0.110], [-6.366, 2.629, -0.267], [-7.679, 2.586, 0.095], [-8.323, 3.631, -0.518], [-7.351, 4.330, -1.283], [-6.155, 3.683, -1.105], [-5.663, 1.976, 0.044], [-8.043, 1.819, 0.757], [-9.370, 3.867, -0.427], [-7.510, 5.205, -1.892], [-5.175, 3.883, -1.504], [5.283, -3.750, -1.857], [4.857, -3.141, -3.004], [5.883, -3.187, -3.910], [6.971, -3.854, -3.282], [6.568, -4.188, -2.017], [4.736, -3.855, -1.022], [3.866, -2.728, -3.077], [5.858, -2.789, -4.910], [7.937, -4.063, -3.710], [7.083, -4.698, -1.221]], "lowdin_charge": [-0.001, -0.300, -0.213, -0.225, -0.232, -0.259, 0.491, -0.337, -0.348, -0.327, 0.472, -0.316, -0.343, -0.178, -0.376, -0.001, -0.098, 0.051, 0.061, 0.089, 0.102, 0.107, 0.108, 0.099, 0.103, 0.094, 0.108, 0.098, 0.091, 0.107, 0.108, 0.133, 0.072, 0.092, 0.025, -0.146, -0.127, -0.127, -0.138, 0.110, 0.104, 0.080, 0.080, 0.106, 0.006, -0.143, -0.117, -0.120, -0.148, 0.141, 0.106, 0.086, 0.085, 0.103], "e_tot_ev": -54894.600, "fmax_ev_per_a": 2.31, "total_charge": -1, "spin_multiplicity": 1}

[3]
{"formula": "C16H27N6O2Pt", "method": "ωB97M-V/def2-TZVPD", "elements": ["Pt", "C", "N", "C", "C", "C", "N", "C", "C", "H", "H", "H", "H", "H", "H", "H", "H", "H", "H", "H", "H", "H", "H", "H", "H", "N", "C", "C", "C", "N", "C", "C", "H", "H", "H", "H", "H", "H", "C", "N", "C", "C", "C", "O", "N", "C", "O", "H", "H", "H", "H", "H"], "coordinates": [[0.378, 0.549, 0.158], [3.091, 0.170, -1.037], [2.454, 0.587, 0.237], [2.965, -0.282, 1.326], [2.818, 1.994, 0.543], [1.921, 2.920, -0.237], [0.503, 2.652, 0.145], [-0.381, 3.233, -0.893], [0.218, 3.326, 1.433], [4.178, 0.198, -0.915], [2.796, 0.840, -1.840], [2.760, -0.825, -1.305], [4.039, -0.120, 1.449], [2.784, -1.321, 1.064], [2.437, -0.053, 2.249], [3.875, 2.172, 0.329], [2.670, 2.144, 1.612], [2.010, 2.747, -1.308], [2.171, 3.968, -0.044], [-0.178, 4.303, -0.996], [-1.419, 3.093, -0.604], [-0.202, 2.729, -1.839], [0.428, 4.395, 1.341], [0.823, 2.901, 2.229], [-0.827, 3.204, 1.689], [-5.796, -0.104, -0.097], [-4.460, 0.062, -0.041], [-3.859, 0.893, 0.918], [-2.497, 1.034, 0.929], [-1.674, 0.430, 0.057], [-2.245, -0.382, -0.854], [-3.597, -0.585, -0.940], [-6.400, 0.326, 0.579], [-6.210, -0.737, -0.756], [-4.453, 1.408, 1.660], [-2.027, 1.622, 1.701], [-1.572, -0.862, -1.549], [-3.984, -1.245, -1.704], [1.033, -4.410, -1.988], [0.594, -3.605, -0.853], [0.219, -4.182, 0.328], [-0.117, -3.460, 1.409], [-0.041, -2.019, 1.329], [-0.261, -1.248, 2.257], [0.303, -1.476, 0.088], [0.624, -2.224, -1.005], [0.911, -1.732, -2.091], [0.795, -5.451, -1.784], [2.106, -4.306, -2.144], [0.524, -4.086, -2.892], [0.199, -5.264, 0.325], [-0.428, -3.923, 2.332]], "lowdin_charge": [1.198, -0.049, -0.394, -0.058, -0.177, -0.177, -0.402, -0.070, -0.056, 0.106, 0.093, 0.068, 0.105, 0.091, 0.095, 0.141, 0.116, 0.117, 0.138, 0.105, 0.081, 0.094, 0.106, 0.092, 0.072, 0.153, -0.300, 0.011, -0.124, -0.120, -0.100, 0.013, 0.114, 0.115, 0.121, 0.102, 0.108, 0.122, -0.006, -0.051, -0.046, 0.016, -0.524, -0.005, -0.033, -0.551, 0.015, 0.091, 0.100, 0.095, 0.131, 0.116], "e_tot_ev": -33309.611, "fmax_ev_per_a": 0.77, "total_charge": 1, "spin_multiplicity": 1}

[4]
{"formula": "C16H28BN3O6", "method": "ωB97M-V/def2-TZVPD", "elements": ["C", "C", "O", "B", "O", "C", "C", "C", "C", "C", "O", "C", "C", "O", "C", "O", "O", "H", "H", "H", "H", "H", "H", "H", "H", "H", "H", "H", "H", "H", "H", "H", "H", "H", "H", "H", "C", "C", "N", "H", "H", "H", "C", "C", "N", "H", "H", "H", "C", "C", "N", "H", "H", "H"], "coordinates": [[-3.318, -2.441, -3.552], [-2.087, -1.543, -3.689], [-2.377, -0.194, -4.064], [-2.888, 0.577, -3.050], [-4.264, 0.759, -3.025], [-1.975, 1.274, -1.913], [-2.878, 1.991, -0.909], [-2.133, 2.810, 0.166], [-2.646, 2.530, 1.605], [-1.555, 1.876, 2.441], [-1.368, 0.576, 1.909], [-0.919, -0.327, 2.910], [-0.897, 2.174, -2.582], [0.330, 1.447, -2.383], [0.121, 0.835, -1.183], [0.821, 0.793, -0.289], [-1.125, 0.306, -1.265], [-3.542, -2.992, -4.457], [-4.224, -1.908, -3.276], [-3.118, -3.159, -2.758], [-1.486, -1.952, -4.497], [-1.448, -1.598, -2.812], [-4.655, 0.321, -2.262], [-3.485, 1.216, -0.451], [-3.543, 2.668, -1.430], [-2.346, 3.862, -0.011], [-1.051, 2.712, 0.129], [-3.488, 1.848, 1.589], [-2.885, 3.476, 2.086], [-1.887, 1.806, 3.479], [-0.613, 2.423, 2.368], [-0.428, -1.162, 2.433], [-0.209, 0.204, 3.551], [-1.738, -0.636, 3.558], [-0.785, 3.147, -2.105], [-0.964, 2.302, -3.655], [3.732, 1.041, -1.133], [5.059, 0.815, -0.559], [6.088, 0.641, -0.112], [3.544, 2.109, -1.219], [3.678, 0.589, -2.121], [2.975, 0.600, -0.497], [8.249, -0.584, 2.466], [8.162, -1.393, 3.683], [8.094, -2.020, 4.626], [9.208, -0.753, 1.979], [7.450, -0.856, 1.780], [8.157, 0.470, 2.714], [-0.214, -4.720, 2.408], [-1.235, -3.907, 3.069], [-2.024, -3.276, 3.583], [-0.140, -4.439, 1.360], [0.750, -4.564, 2.889], [-0.480, -5.773, 2.477]], "lowdin_charge": [-0.049, -0.212, 0.086, -0.533, 0.167, -0.269, -0.099, -0.153, -0.150, -0.244, -0.202, -0.106, -0.037, 0.062, -0.597, 0.223, 0.093, 0.074, 0.069, 0.078, 0.120, 0.111, 0.112, 0.120, 0.127, 0.108, 0.102, 0.111, 0.109, 0.119, 0.128, 0.070, 0.088, 0.070, 0.136, 0.139, -0.063, -0.270, 0.130, 0.089, 0.088, 0.053, -0.080, -0.296, 0.117, 0.080, 0.052, 0.079, -0.064, -0.281, 0.145, 0.080, 0.083, 0.081], "e_tot_ev": -34477.336, "smiles": "CCOB(O)[C@]1(CCCCOC)COC(=O)O1.CC#N.CC#N.CC#N", "fmax_ev_per_a": 5.51, "spin_multiplicity": 1}

[5]
{"formula": "C16H28Cl3F5KN3O8P", "method": "ωB97M-V/def2-TZVPD", "elements": ["N", "P", "C", "N", "C", "F", "N", "C", "C", "C", "O", "C", "F", "F", "F", "H", "H", "H", "H", "H", "H", "H", "H", "H", "C", "O", "C", "O", "O", "C", "H", "H", "H", "H", "H", "H", "C", "Cl", "Cl", "Cl", "H", "C", "C", "C", "O", "H", "H", "H", "H", "H", "H", "H", "H", "C", "C", "O", "C", "O", "O", "H", "H", "H", "H", "F", "K"], "coordinates": [[3.880, 3.009, -2.110], [3.145, 2.490, -0.802], [1.647, 1.455, -1.226], [1.531, 0.215, -1.913], [0.257, -0.185, -2.017], [-0.254, -1.257, -2.609], [-0.581, 0.719, -1.429], [0.264, 1.734, -0.941], [-0.294, 3.020, -0.217], [-0.748, 4.026, -1.366], [-1.680, 3.425, -2.292], [0.432, 4.570, -2.235], [0.871, 3.697, -3.188], [1.455, 5.057, -1.462], [-0.055, 5.657, -2.937], [4.828, 2.615, -2.040], [3.974, 1.669, 0.020], [2.685, 3.546, 0.047], [2.335, -0.286, -2.302], [-1.592, 0.734, -1.330], [0.544, 3.478, 0.371], [-1.146, 2.754, 0.470], [-1.312, 4.879, -0.894], [-2.198, 2.819, -1.737], [-4.333, 3.957, 3.863], [-3.486, 4.398, 2.799], [-3.543, 5.717, 2.565], [-4.221, 6.510, 3.157], [-2.708, 5.995, 1.553], [-2.665, 7.378, 1.190], [-4.205, 2.880, 3.961], [-4.047, 4.428, 4.803], [-5.379, 4.163, 3.633], [-2.312, 7.984, 2.025], [-3.644, 7.719, 0.854], [-1.960, 7.481, 0.366], [0.863, -4.284, -4.217], [-0.178, -5.392, -3.326], [2.100, -3.593, -3.134], [1.629, -5.100, -5.579], [0.250, -3.475, -4.604], [2.090, -6.961, 0.612], [3.124, -5.914, 0.993], [2.469, -4.562, 1.236], [4.085, -5.791, -0.052], [1.576, -6.669, -0.306], [2.566, -7.925, 0.420], [1.346, -7.091, 1.402], [3.662, -6.233, 1.888], [1.964, -4.207, 0.331], [3.221, -3.814, 1.495], [1.738, -4.614, 2.045], [3.622, -5.510, -0.851], [-1.695, -2.201, 1.653], [-0.801, -3.101, 2.458], [0.471, -2.465, 2.351], [0.246, -1.154, 2.077], [1.085, -0.309, 2.086], [-1.066, -0.928, 1.786], [-2.715, -2.173, 2.034], [-1.719, -2.473, 0.594], [-1.087, -3.143, 3.511], [-0.763, -4.115, 2.060], [-1.516, -7.395, -3.766], [-2.109, -7.940, -1.930]], "lowdin_charge": [-0.292, 0.761, -0.219, 0.197, -0.255, 0.169, 0.241, -0.165, -0.017, -0.220, -0.003, -0.493, 0.132, 0.101, 0.118, -0.027, 0.022, 0.020, 0.187, 0.188, 0.112, 0.143, 0.165, 0.088, -0.040, -0.016, -0.615, 0.145, -0.024, -0.036, 0.090, 0.102, 0.101, 0.103, 0.103, 0.089, -1.526, 0.590, 0.477, 0.568, 0.007, -0.060, -0.486, -0.066, -0.047, 0.069, 0.085, 0.077, 0.143, 0.071, 0.089, 0.064, 0.071, -0.125, -0.119, 0.048, -0.554, 0.155, 0.042, 0.138, 0.130, 0.143, 0.133, -0.950, 0.879], "e_tot_ev": -114656.592, "fmax_ev_per_a": 4.87, "total_charge": 1, "spin_multiplicity": 1}

[6]
{"formula": "C16H28F3NO9P2", "method": "ωB97M-V/def2-TZVPD", "elements": ["N", "C", "O", "P", "O", "O", "C", "C", "O", "C", "C", "F", "F", "F", "O", "C", "C", "C", "C", "C", "C", "C", "C", "H", "H", "H", "H", "H", "H", "H", "H", "H", "H", "H", "H", "H", "H", "H", "H", "H", "H", "H", "C", "O", "P", "O", "O", "C", "O", "C", "H", "H", "H", "H", "H", "H", "H", "H", "H"], "coordinates": [[4.544, -0.429, 0.653], [3.887, 0.463, -0.305], [3.691, -0.230, -1.558], [2.503, -1.353, -1.474], [1.816, -1.259, -0.157], [3.001, -2.863, -1.865], [3.701, -3.511, -0.777], [2.731, -4.125, 0.312], [2.916, -3.368, 1.525], [1.704, -3.220, 2.246], [1.959, -2.077, 3.317], [1.660, -0.844, 2.797], [1.257, -2.297, 4.466], [3.317, -2.042, 3.567], [1.402, -0.934, -2.640], [0.138, -1.613, -2.433], [-1.020, -0.610, -1.974], [-1.531, -1.190, -0.594], [-2.437, -2.325, -0.631], [-2.881, -2.898, 0.623], [-2.437, -2.374, 1.892], [-1.557, -1.222, 1.920], [-1.096, -0.614, 0.693], [5.137, 0.132, 1.267], [3.872, -0.936, 1.232], [2.965, 0.961, 0.087], [4.615, 1.294, -0.512], [4.230, -4.391, -1.239], [4.514, -2.889, -0.321], [2.900, -5.214, 0.491], [1.692, -3.933, -0.083], [0.860, -2.893, 1.578], [1.437, -4.164, 2.804], [-0.146, -2.071, -3.422], [0.234, -2.469, -1.722], [-0.518, 0.383, -1.856], [-1.806, -0.614, -2.764], [-2.779, -2.761, -1.592], [-3.565, -3.775, 0.609], [-2.758, -2.845, 2.845], [-1.203, -0.817, 2.896], [-0.393, 0.251, 0.685], [-0.700, 5.257, -0.433], [-1.853, 4.827, 0.280], [-3.101, 4.292, -0.562], [-2.866, 3.029, -1.269], [-3.524, 5.538, -1.459], [-3.033, 5.625, -2.795], [-4.262, 4.251, 0.511], [-4.305, 3.151, 1.419], [0.172, 5.145, 0.210], [-0.547, 4.667, -1.339], [-0.811, 6.312, -0.694], [-2.454, 4.747, -3.084], [-2.403, 6.511, -2.882], [-3.881, 5.725, -3.473], [-4.050, 3.503, 2.420], [-3.619, 2.353, 1.131], [-5.320, 2.757, 1.431]], "lowdin_charge": [0.038, -0.302, -0.166, 0.553, -0.239, -0.178, -0.168, -0.146, -0.168, -0.094, -0.496, 0.099, 0.116, 0.097, -0.193, -0.220, -0.089, -0.197, -0.048, -0.093, -0.099, -0.098, -0.037, 0.080, 0.042, 0.124, 0.131, 0.129, 0.124, 0.132, 0.124, 0.123, 0.148, 0.128, 0.103, 0.120, 0.113, 0.108, 0.095, 0.095, 0.099, 0.110, -0.102, -0.212, 0.358, -0.232, -0.203, -0.105, -0.200, -0.090, 0.090, 0.086, 0.089, 0.080, 0.087, 0.091, 0.090, 0.080, 0.091], "e_tot_ev": -63697.387, "smiles": "NCO[P@](=O)(OCCOCC(F)(F)F)OCCc1ccccc1.COP(=O)(OC)OC", "fmax_ev_per_a": 2.52, "de_lowest_kcal_mol": 36.6, "spin_multiplicity": 1}